Entry 1:
This record from OMol25 describes 5 unconnected molecules or ions with the total composition C33H43N6O15S. The level of theory is ωB97M-V/def2-TZVPD.

The energy is -85398.26230 eV. The calculation puts the HOMO-LUMO gap at 7.2 eV. The net charge is +1. As for the highest occupied orbital energy: -11.35 eV. The calculation puts the LUMO energy at -0.1537 Eh. Its spin multiplicity is 1.

CARTESIAN COORDINATES (ANGSTROEM)
C1 2.23 2.20 1.75
O1 1.93 -5.87 3.18
C2 -4.56 3.70 -3.03
O2 -2.31 -5.04 3.48
N1 5.65 3.22 2.95
C3 8.72 3.16 0.79
H1 7.50 1.65 1.68
C4 7.65 2.71 1.54
N2 1.10 3.45 -0.12
O3 -2.11 -6.60 1.86
H2 9.42 2.47 0.34
H3 -2.31 -7.40 -0.05
C5 -4.79 5.94 -2.86
H4 -1.95 5.72 -0.87
C6 1.53 2.27 0.43
H5 0.16 -3.25 -1.47
H6 1.98 -0.59 -1.18
C7 2.00 5.50 -0.09
C8 3.48 3.12 1.76
H7 -2.65 -5.00 -0.26
H8 3.31 4.04 2.30
C9 -5.19 -1.83 -3.73
O4 -3.64 -1.70 -0.71
H9 -3.72 -7.57 1.03
C10 -2.82 6.26 -1.26
H10 -2.70 5.67 -3.33
O5 1.39 1.96 -4.63
O6 -3.62 -0.56 -2.65
O7 -3.54 -4.91 1.60
H11 -6.10 -3.65 -4.43
C11 8.94 4.52 0.61
H12 -3.18 -1.42 -4.47
H13 5.95 2.72 3.78
C12 8.05 5.43 1.16
O8 -5.24 4.76 -3.54
C13 -2.92 -6.91 0.72
N3 0.60 1.93 -1.51
C14 1.29 -4.15 4.54
C15 1.19 1.27 -0.46
H14 -5.16 -4.52 -0.42
C16 1.46 -0.19 -0.30
C17 -4.02 -0.91 -3.99
C18 6.77 3.62 2.13
H15 -0.07 -5.47 3.47
H16 -5.45 -6.20 0.02
O9 1.94 -5.18 5.30
H17 -1.73 -1.15 -0.87
N4 -0.70 -2.76 -1.61
C19 0.21 -1.03 0.04
C20 4.71 2.40 2.25
H18 -4.85 6.80 -3.52
H19 8.20 6.49 1.01
H20 -3.56 6.29 -0.46
H21 1.28 -2.63 0.37
C21 -4.73 -5.52 -0.44
O10 0.56 -2.16 0.80
C22 -3.38 5.56 -2.48
H22 -5.97 -2.38 -5.66
C23 -3.42 -5.54 0.31
H23 0.77 -4.31 2.43
C24 2.45 -6.08 4.42
H24 -4.54 -3.31 -5.16
C25 6.98 4.98 1.92
C26 0.53 3.24 -1.31
H25 3.71 3.42 0.73
H26 -4.29 -0.02 -4.55
H27 2.15 -0.31 0.53
C27 -5.47 -2.85 -4.81
O11 -3.53 4.14 -2.24
O12 4.88 1.22 2.04
C28 0.86 -4.92 3.32
H28 -0.19 -2.61 4.82
H29 9.79 4.86 0.04
H30 1.54 2.53 2.52
N5 0.11 1.34 -2.70
C29 0.17 -3.51 5.33
H31 0.10 3.96 -1.98
C30 -2.63 -5.47 2.42
H32 0.51 -3.25 6.33
C31 0.78 1.68 -3.69
H33 -1.48 -3.27 -1.22
H34 2.04 -3.40 4.28
H35 2.54 1.18 1.93
H36 -6.10 -1.26 -3.51
O13 -4.82 2.57 -3.24
O14 -4.77 -2.46 -2.50
H37 -2.53 7.27 -1.51
H38 6.29 5.70 2.35
H39 -5.43 6.10 -1.99
C32 -3.98 -1.58 -1.85
H40 -0.67 -4.20 5.44
N6 1.20 4.73 0.45
H41 -0.49 -0.75 -2.03
H42 -4.58 -5.82 -1.48
C33 -0.70 -1.37 -1.17
O15 3.23 -6.93 4.69
H43 -0.38 -0.42 0.73
S1 3.14 6.41 -0.58

=====

Entry 2:
This record from OMol25 describes 11 unconnected molecules or ions with the total composition C6H31NO11 at a distorted geometry. The level of theory is ωB97M-V/def2-TZVPD.

The energy is -30733.86103 eV. The calculation puts the HOMO-LUMO gap at 8.8 eV. The value obtained for the relative energy (zero: lowest compared OMol25 entry of this formula, charge and spin) is 5.294 eV. As for the highest occupied orbital energy: -8.73 eV. The calculation puts the LUMO energy at 0.0017 Eh. Its spin multiplicity is 1.

CARTESIAN COORDINATES (ANGSTROEM)
H1 1.84 -2.38 0.18
C1 0.19 -0.19 0.58
H2 -3.15 -1.27 1.20
H3 0.57 0.35 -4.29
H4 1.00 -0.04 4.27
N1 0.45 -0.07 -0.92
H5 -0.76 -3.61 0.67
H6 1.45 3.64 -1.36
O1 -1.54 -2.46 -2.19
H7 -3.25 -2.37 1.88
H8 2.01 0.51 1.64
H9 3.03 -1.93 -2.48
O2 -3.57 -2.07 1.00
O3 -0.60 -2.75 0.72
H10 -1.36 -2.23 0.45
O4 1.70 -2.86 -0.60
H11 -0.97 3.89 -1.53
H12 0.27 -1.17 0.97
O5 0.62 0.87 -3.54
H13 1.07 -3.52 -0.47
C2 1.03 0.84 1.43
O6 -0.65 2.93 -1.44
C3 0.26 -0.13 3.62
H14 -1.57 1.44 0.34
H15 -3.88 1.42 -0.14
H16 0.39 0.84 -1.34
C4 -0.46 2.26 2.66
H17 4.14 -1.55 0.14
C5 0.28 1.09 2.67
O7 -3.58 1.76 -1.01
H18 -2.47 -2.26 -1.94
H19 -0.58 2.78 -2.38
C6 -1.30 0.45 0.80
H20 -0.38 3.11 1.98
O8 3.35 -1.02 0.35
H21 1.59 0.93 -3.42
H22 3.07 -0.60 -0.46
H23 1.12 1.78 0.78
O9 2.12 4.02 -0.82
H24 2.41 3.34 -0.22
H25 -1.20 2.37 3.46
H26 2.25 -0.66 -2.03
O10 -1.98 -0.02 1.67
O11 2.98 -1.00 -2.56
H27 0.55 -1.15 3.17
H28 -0.26 -0.61 -1.38
H29 -4.04 1.05 -1.65
H30 -0.63 -0.31 4.02
H31 -1.57 -3.43 -2.48

=====

Entry 3:
This record from OMol25 describes a molecular structure, C19H38N2P2SV. The level of theory is ωB97M-V/def2-TZVPD.

The energy is -78387.74107 eV. The calculation puts the HOMO-LUMO gap (alpha / beta) at 7.9 / 7.6 eV. The value obtained for the relative energy (zero: lowest compared OMol25 entry of this formula, charge and spin) is 0.000 eV. The net charge is +2. As for the highest occupied orbital energy (alpha / beta): -13.91 / -13.39 eV. Its expectation value of S² is 0.7634. The calculation puts the LUMO energy (alpha / beta) at -0.2218 / -0.2141 Eh. Its spin multiplicity is 2.

CARTESIAN COORDINATES (ANGSTROEM)
H1 -0.83 5.22 -2.54
H2 -2.25 0.60 4.31
C1 -1.88 0.70 1.09
H3 2.92 -2.16 1.83
V1 0.10 -0.49 0.26
H4 2.40 -3.58 -0.33
H5 2.63 -1.22 -2.29
H6 -3.76 -0.20 -2.48
C2 3.52 0.89 -0.42
H7 -0.10 2.71 -3.45
H8 -0.26 5.18 -0.34
N1 0.07 3.29 -2.65
H9 3.55 1.60 0.41
H10 3.11 1.37 -1.31
H11 4.54 0.56 -0.62
H12 1.50 4.95 -0.22
C3 0.20 2.60 -1.52
H13 -1.42 -4.19 -0.21
H14 -5.12 -0.14 -1.37
H15 -0.01 -1.74 -3.13
C4 -2.89 -1.74 0.29
H16 0.57 2.48 0.39
C5 -1.51 -0.45 1.83
H17 4.44 -1.55 1.15
C6 0.08 4.74 -2.91
C7 3.43 -1.27 1.43
H18 -2.98 1.51 -0.55
C8 0.53 4.56 0.07
H19 0.45 4.59 1.15
C9 -2.01 -1.67 1.37
H20 3.48 -0.54 2.23
H21 -1.56 1.68 1.42
H22 -1.78 -2.57 1.94
C10 -2.72 0.61 0.00
C11 2.05 -3.01 -1.19
H23 0.99 0.73 2.29
N2 0.37 3.15 -0.33
C12 -0.46 -2.54 -2.55
C13 2.88 -1.74 -1.36
H24 -0.30 -3.49 -3.07
H25 0.02 -4.31 0.81
H26 -2.33 -1.16 4.36
S1 0.17 0.85 -1.72
H27 -3.31 -2.70 0.01
H28 3.95 -1.95 -1.38
H29 -1.07 -0.31 5.27
H30 0.85 0.84 4.03
C14 -1.65 -0.31 4.34
P1 2.53 -0.57 0.01
P2 0.28 -2.60 -0.89
H31 0.96 5.21 -2.49
C15 -0.72 -0.37 3.13
H32 -4.46 -1.70 -1.85
H33 -0.13 -1.29 3.20
C16 0.26 0.81 3.11
H34 0.11 4.85 -3.99
C17 -4.20 -0.67 -1.60
C18 -0.33 -4.17 -0.21
H35 2.13 -3.66 -2.06
H36 0.03 -5.00 -0.82
H37 -0.25 1.76 3.03
H38 -1.53 -2.36 -2.47
C19 -3.25 -0.61 -0.43

=====

Entry 4:
This record from OMol25 describes a molecular structure, C44H41Cl2N4OS3V at a distorted geometry. The level of theory is ωB97M-V/def2-TZVPD.

The energy is -137541.73795 eV. The calculation puts the HOMO-LUMO gap (alpha / beta) at 5.0 / 6.2 eV. The value obtained for the relative energy (zero: lowest compared OMol25 entry of this formula, charge and spin) is 0.000 eV. The net charge is -1. As for the highest occupied orbital energy (alpha / beta): -2.61 / -4.10 eV. Its expectation value of S² is 3.7908. The calculation puts the LUMO energy (alpha / beta) at 0.0862 / 0.0785 Eh. Its spin multiplicity is 4.

CARTESIAN COORDINATES (ANGSTROEM)
C1 2.97 -2.39 4.58
C2 3.42 -4.00 -0.30
H1 2.27 3.90 -0.56
H2 6.86 -4.09 2.38
H3 -4.89 -1.20 1.24
C3 4.23 -4.46 0.74
Cl1 2.62 -0.12 3.18
H4 4.29 -5.52 0.94
C4 0.95 4.78 0.87
S1 1.25 0.85 -0.14
C5 -4.58 3.31 -3.84
H5 -5.57 4.91 -4.88
H6 -2.41 1.69 3.16
H7 -1.79 4.51 0.23
C6 0.27 3.46 1.17
C7 2.21 7.20 0.26
C8 -1.10 1.20 -1.54
H8 2.83 -4.68 -0.90
S2 -0.63 -0.08 -2.59
H9 -0.44 0.66 2.13
N1 -2.35 1.75 -1.61
H10 -5.10 -5.49 0.65
H11 -0.24 5.93 2.23
C9 -1.48 -0.88 1.06
C10 -0.17 1.73 -0.57
H12 -1.44 4.30 -5.85
V1 0.25 -1.39 0.12
C11 -2.17 -4.79 -0.88
H13 4.23 -0.90 -2.53
H14 3.57 -1.77 5.23
C12 4.82 -2.21 1.28
C13 -4.64 4.37 -4.75
H15 -2.98 0.55 -3.15
H16 -0.43 3.57 2.01
C14 1.19 7.16 1.20
C15 -4.23 -4.93 0.33
H17 0.87 8.08 1.70
C16 2.82 -3.75 4.86
C17 2.37 -1.83 3.48
C18 2.03 -4.52 4.01
C19 -3.31 1.46 -2.66
C20 -3.90 -0.81 1.44
N2 -0.44 2.94 0.01
C21 -4.05 -3.62 0.74
C22 -1.55 3.72 -0.49
H18 3.88 -0.67 0.12
C23 -2.27 2.97 -4.39
C24 -1.42 0.24 1.92
H19 5.52 -5.07 2.98
C25 3.31 -2.65 -0.52
H20 -4.29 1.27 -2.21
H21 -1.41 -5.23 -1.51
C26 4.95 -3.57 1.54
H22 3.32 -1.59 -3.91
H23 -5.47 3.03 -3.28
H24 5.34 -1.50 1.92
H25 -3.38 -6.56 -0.81
C27 3.69 -1.77 -2.90
C28 -2.95 -2.85 0.36
H26 2.70 8.13 0.03
N3 1.03 -2.03 1.45
H27 5.72 -3.41 3.54
C29 -3.79 0.33 2.21
H28 -1.30 4.19 -1.44
H29 1.89 -5.57 4.21
H30 -4.77 -3.20 1.43
C30 1.42 -3.96 2.91
H31 -1.09 -1.94 -1.45
H32 -0.25 -3.35 -1.50
H33 4.29 -2.67 -2.85
C31 1.56 -2.57 2.55
C32 -2.77 -1.47 0.93
C33 -3.28 -5.53 -0.49
C34 -2.53 0.83 2.50
H34 -4.68 0.81 2.61
H35 1.01 2.72 1.45
H36 -3.58 3.34 -1.06
H37 -3.56 5.55 -6.17
C35 -3.51 4.73 -5.47
C36 1.97 4.82 -0.07
C37 5.81 -4.07 2.67
C38 -2.01 -3.47 -0.46
H38 3.29 -4.19 5.73
S3 2.24 -2.06 -1.85
H39 -1.35 2.41 -4.24
H40 3.40 6.04 -1.11
N4 -0.85 -2.78 -0.90
C39 4.01 -1.74 0.27
C40 2.60 6.02 -0.37
C41 -3.40 2.60 -3.66
Cl2 0.44 -4.98 1.89
H41 -2.99 2.35 0.30
C42 -2.72 2.79 -0.67
C43 -2.33 4.02 -5.29
C44 0.56 5.96 1.50
O1 1.59 -3.29 -2.45